Entry 1:
Density functional theory data (the ωB97M-V functional and the def2-TZVPD basis) for one molecule with the formula C4H7NO2.

Geometry as ORCA input:
```
! RIJCOSX wB97M-V def2-TZVPD def2/J DEFGRID3
* xyz 0 1
C 1.1492 -0.6274 -1.0288
C 0.2713 0.5019 -0.4888
C -1.2162 0.1975 -0.4955
N -1.9230 0.4455 0.5225
C 0.3950 0.1711 1.8533
O 0.5114 0.5547 2.9783
O 0.6931 0.9560 0.7917
H 1.0774 -1.5362 -0.4228
H 2.1922 -0.2971 -1.0317
H 0.8692 -0.8792 -2.0581
H 0.4150 1.3755 -1.1371
H 0.0733 -0.8465 1.5766
H -1.6035 -0.2288 -1.4326
H -2.9045 0.2130 0.3730
*
```

Results
- Largest force on an atom: 0.4 eV/Å
- Structure (SMILES): [H]/N=C/[C@H](C)OC=O
- LUMO energy: 0.66 eV

***

Entry 2:
Density functional theory data (the ωB97M-V functional and the def2-TZVPD basis) for one molecule with the formula C5H9NOS in a non-equilibrium geometry.

Geometry as ORCA input:
```
! RIJCOSX wB97M-V def2-TZVPD def2/J DEFGRID3
* xyz 0 1
C 0.8758 2.2198 -0.0754
C 0.9838 0.7276 0.2860
C 0.7497 0.1915 1.6412
C -0.6885 -1.0857 0.2116
C -1.3299 -1.0226 -1.1765
H 0.5681 2.2322 -1.1052
H 1.8637 2.7005 0.0040
H 0.1449 2.7632 0.5019
H 1.6371 0.0945 -0.3615
H 0.5409 0.7679 2.5132
H 1.1736 -0.7937 1.7829
H -0.8937 -0.1558 -1.7058
H -2.3286 -0.8016 -1.0478
H -1.2915 -3.3153 -0.9527
N -0.2729 0.1397 0.6546
O -0.5937 -2.0943 0.8812
S -1.1387 -2.5680 -2.0518
*
```

Results
- Largest force on an atom: 2.4 eV/Å
- Structure (SMILES): C[C@H]1CN1C(=O)CS
- LUMO energy: 0.86 eV

***

Entry 3:
Density functional theory data (the ωB97M-V functional and the def2-TZVPD basis) for one molecule with the formula C3H5BrOS in a non-equilibrium geometry.

Geometry as ORCA input:
```
! RIJCOSX wB97M-V def2-TZVPD def2/J DEFGRID3
* xyz 0 1
C -1.8196 0.0895 0.7087
C -0.9514 -0.2245 -0.2222
C 0.3690 0.4778 -0.4541
O 1.6639 -1.7804 -0.4000
S 1.6326 -0.5937 0.4251
Br 3.4594 0.7489 -0.0242
H -2.6350 -0.5985 0.8146
H -1.7899 1.0583 1.3098
H -0.9196 -1.1551 -0.7819
H 0.7063 0.5699 -1.4769
H 0.2844 1.4078 0.1011
*
```

Results
- Largest force on an atom: 2.6 eV/Å
- LUMO energy: -0.47 eV

***

Entry 4:
Density functional theory data (the ωB97M-V functional and the def2-TZVPD basis) for C18H21N4O4STi as an isolated structure.

Geometry as ORCA input:
```
! RIJCOSX wB97M-V def2-TZVPD def2/J DEFGRID3
* xyz 1 1
Ti -0.1463 0.1139 0.5849
C 0.3134 -2.8994 2.5136
C 0.2344 -1.4039 2.4647
C -1.0443 -0.7666 2.5208
C -1.1521 0.6377 2.6853
C -2.4869 1.2914 2.9025
C -0.0035 1.4038 2.5348
C 1.2532 0.8122 2.2391
C 2.4694 1.6762 2.0382
C 1.3594 -0.6098 2.3314
H -0.4334 -3.3440 1.8555
H 0.1124 -3.2438 3.5299
H 1.2983 -3.2583 2.2212
H -1.9296 -1.3848 2.5877
H -2.6692 2.0620 2.1529
H -2.5128 1.7686 3.8828
H -3.2961 0.5640 2.8642
H -0.0848 2.4844 2.5469
H 2.3292 2.3776 1.2155
H 3.3469 1.0688 1.8208
H 2.6793 2.2576 2.9371
H 2.3330 -1.0770 2.2467
O 2.4577 2.3643 -4.8474
C 1.5985 1.4315 -4.4175
O 0.6955 1.0465 -5.0977
C 1.8567 0.8561 -3.0570
C 2.7281 -0.1568 -2.7196
N 2.4695 -0.4860 -1.4390
N 1.4895 0.2570 -0.9226
C 1.1087 1.0798 -1.8930
C -0.0661 1.9749 -1.6225
O -0.3772 2.8467 -2.3909
O -0.6713 1.6492 -0.5042
H 3.0772 2.6087 -4.1494
H 3.4811 -0.6681 -3.2958
H 2.9074 -1.2048 -0.8874
C -1.7775 -0.1160 -3.5432
N -2.7001 -0.3991 -2.4447
C -4.0169 0.0238 -2.4117
C -4.5593 -0.4244 -1.2632
N -3.5540 -1.1026 -0.6046
C -2.4163 -1.0805 -1.3241
S -0.9152 -1.8024 -0.8733
H -2.1572 -0.5618 -4.4596
H -0.8136 -0.5527 -3.3052
H -1.6748 0.9589 -3.6679
H -4.4429 0.5991 -3.2137
H -5.5526 -0.3255 -0.8664
H -3.6352 -1.6041 0.2634
*
```

Results
- Largest force on an atom: 0.6 eV/Å
- LUMO energy (alpha / beta): -3.06 / -3.06 eV

***

Relative energy (zero: lowest compared OMol25 entry of this formula, charge and spin) list, top to bottom, in kcal per mole: 34.1, 38.2, 21.3, 11.0